(1)
Molecular formula: C5H22NO8
Method: DFT, ωB97M-V/def2-TZVPD

Last column: Mulliken charge in e.
Atoms and positions in Å:
O: -0.195 -1.596 3.024  -0.732
O: 2.799 -0.598 0.756  -0.714
O: -2.054 -0.609 -0.057  -0.810
O: 0.588 0.895 2.074  -0.804
O: 3.346 2.030 1.145  -0.665
O: -0.589 1.171 4.518  -0.652
O: -0.003 -1.501 0.051  -0.810
O: -1.849 -4.073 0.912  -0.694
N: -0.802 1.710 -0.759  -0.328
C: -0.811 -0.138 -2.757  -0.528
C: -0.100 -1.445 -3.067  -1.249
C: -0.849 -0.663 -0.362  0.070
C: -0.942 2.724 -1.807  -1.054
C: -0.300 0.382 -1.321  0.650
H: 2.969 1.891 0.266  0.315
H: 2.014 -0.505 1.310  0.412
H: -0.214 1.113 3.611  0.477
H: -1.890 2.672 -2.351  0.335
H: 0.182 0.877 5.025  0.328
H: -1.307 -3.311 0.605  0.381
H: -0.250 -2.403 -2.458  0.229
H: 0.807 1.784 2.381  0.286
H: 3.617 1.113 1.348  0.337
H: -2.562 -3.977 0.263  0.306
H: -0.078 -1.806 2.070  0.351
H: 0.154 1.033 1.217  0.420
H: -1.091 3.703 -1.336  0.374
H: -0.529 -1.804 -3.998  0.399
H: -0.034 2.938 -2.451  0.291
H: -0.712 0.595 -3.579  0.402
H: 0.900 -1.771 -3.230  0.425
H: 0.777 0.157 -1.337  0.047
H: -0.007 -0.641 3.072  0.373
H: 2.557 -1.153 0.011  0.280
H: -1.662 1.558 -0.235  0.287
H: -1.882 -0.352 -2.556  0.268

Computed properties:
F_max in Eh/bohr: 0.07625
2S+1: 1
Electronic energy in eV: -23413.5022
Total charge: -1
Lowest unoccupied orbital energy in Ha: 0.112
Gap between HOMO and LUMO in eV: 8.8
Relative energy (zero: lowest compared OMol25 entry of this formula, charge and spin) in kJ/mol: 340.73
E_HOMO in Ha: -0.2119

(2)
Molecular formula: C5H23B2Cl2CoCrN5O18
Method: DFT, ωB97M-V/def2-TZVPD

Last column: Löwdin spin population.
Atoms and positions in Å:
Co: -1.838 1.154 1.235  2.805
Cr: 2.265 -0.515 0.270  4.056
Cl: 2.898 3.043 1.478  0.004
Cl: -4.546 0.372 -0.912  0.002
O: 2.057 -2.269 -1.357  0.019
O: -0.926 -1.869 3.515  0.002
O: 2.516 0.577 -1.563  0.076
O: 2.937 1.650 1.163  0.036
O: -4.810 -0.631 0.078  0.000
O: -2.244 -2.937 -1.780  0.000
O: -1.141 -3.248 0.079  0.001
O: 1.656 3.557 1.025  0.001
O: 2.069 -4.398 -1.853  0.036
O: -1.693 3.423 0.399  0.013
O: 4.007 3.651 0.760  0.002
O: -2.065 -0.251 2.833  0.027
O: 3.094 3.176 2.866  0.002
O: -3.219 0.877 -0.600  0.024
O: -3.272 4.734 -0.101  0.002
O: -5.543 1.365 -0.718  0.002
O: -4.596 -0.218 -2.238  0.005
O: 3.106 0.976 -3.616  0.243
N: 2.660 1.326 -2.520  0.285
N: -2.112 4.466 -0.057  0.001
N: 2.028 -3.259 -2.176  0.025
N: -1.581 -3.584 -1.012  0.000
N: -1.795 -1.071 3.688  0.005
C: -1.176 -4.955 -1.399  0.000
C: -1.082 5.491 -0.258  0.001
C: 1.995 -2.946 -3.619  0.003
C: 2.088 2.702 -2.389  0.017
C: -2.545 -1.060 4.980  0.002
B: 2.681 -1.663 2.241  0.050
B: -0.047 0.148 0.291  0.113
H: 2.169 -1.801 3.181  0.004
H: 2.177 -2.062 1.374  0.010
H: 0.502 -0.283 -0.532  0.018
H: 2.969 3.342 -2.346  0.007
H: 0.588 0.013 1.153  0.012
H: -1.588 6.383 -0.628  0.000
H: -1.336 -5.089 -2.469  0.000
H: -0.199 1.204 0.131  0.029
H: -0.563 5.532 0.700  0.000
H: -0.194 -5.332 -1.112  0.000
H: 2.403 -1.949 -3.782  0.001
H: -0.504 5.078 -1.085  0.000
H: -3.527 -0.625 4.798  0.000
H: -2.746 -2.055 5.377  0.000
H: 2.457 -3.667 -4.294  0.001
H: 3.631 -2.175 2.246  0.011
H: -1.902 -0.523 5.677  0.000
H: 0.966 -2.881 -3.971  0.001
H: 1.428 2.882 -3.238  0.007
H: -0.989 -0.369 0.393  0.031
H: -1.928 -5.594 -0.935  0.000
H: 2.845 -0.608 2.091  0.004
H: 1.515 2.765 -1.463  0.001

Computed properties:
F_max in Eh/bohr: 0.09531
2S+1: 9
Electronic energy in eV: -142274.4282
Total charge: -1
Lowest unoccupied orbital energy (alpha / beta) in Ha: 0.024 / 0.005
<S²>: 20.034
Gap between HOMO and LUMO (alpha / beta) in eV: 3.0 / 6.7
E_HOMO (alpha / beta) in Ha: -0.0882 / -0.2407

(3)
Molecular formula: C5H23N2O4
Method: DFT, ωB97M-V/def2-TZVPD

Last column: Mulliken charge in e.
Atoms and positions in Å:
O: -1.891 -1.951 1.280  -0.698
O: -1.498 3.101 -0.509  -0.607
O: -2.380 1.131 -2.188  -0.651
O: -0.406 -2.636 -0.914  -0.702
N: -1.357 0.354 2.529  -0.046
N: 2.156 -1.770 -1.593  -0.596
C: 1.221 -0.106 0.908  -0.301
C: 2.241 -0.306 -1.444  -0.485
C: 0.090 0.895 0.561  -0.337
C: -0.636 1.448 1.780  -1.210
C: 2.448 0.110 0.008  -1.027
H: 0.499 -2.294 -1.142  0.428
H: 1.535 0.037 1.941  0.454
H: 3.319 -0.417 0.410  0.377
H: -1.503 -0.513 1.936  0.232
H: -0.765 -3.123 -1.671  0.280
H: 3.050 0.102 -2.055  0.408
H: 0.077 1.932 2.447  0.391
H: 2.386 -2.050 -2.543  0.235
H: -1.385 -2.154 0.446  0.361
H: 2.799 -2.247 -0.984  0.218
H: 0.492 1.725 -0.012  0.772
H: -2.121 -2.766 1.732  0.317
H: 0.853 -1.119 0.764  0.248
H: -1.824 2.453 -1.155  0.363
H: -2.817 1.217 -3.049  0.299
H: 2.746 1.162 0.004  0.363
H: 1.315 0.119 -1.843  0.195
H: -1.669 3.955 -0.912  0.311
H: -0.624 0.417 -0.116  -0.101
H: -1.883 0.317 -2.266  0.276
H: -1.349 2.199 1.460  0.462
H: -2.268 0.675 2.823  0.381
H: -0.849 0.100 3.367  0.390

Computed properties:
F_max in Eh/bohr: 0.01636
2S+1: 1
Electronic energy in eV: -16723.6144
Total charge: +1
Lowest unoccupied orbital energy in Ha: -0.094
Gap between HOMO and LUMO in eV: 10.4
Relative energy (zero: lowest compared OMol25 entry of this formula, charge and spin) in kJ/mol: 13.79
E_HOMO in Ha: -0.4756

(4)
Molecular formula: C5H23N2O7
Method: DFT, ωB97M-V/def2-TZVPD

Last column: Mulliken charge in e.
Atoms and positions in Å:
O: 1.622 2.831 -1.835  -0.704
O: -3.313 0.980 0.695  -0.819
O: -1.158 -1.715 2.320  -0.784
O: -3.017 -0.679 -1.696  -0.804
O: -0.694 -2.485 -1.009  -0.857
O: -2.080 1.387 3.047  -0.777
O: -1.145 -0.221 0.155  -0.127
N: 0.819 0.547 2.158  -0.891
N: 1.767 -1.471 -2.014  -0.422
C: 2.371 -0.601 -1.099  0.894
C: 1.072 0.595 0.687  0.332
C: 3.368 0.236 -1.463  -1.765
C: -0.242 0.735 -0.141  -0.852
C: 1.844 -0.705 0.304  -1.006
H: 1.727 1.468 0.500  0.381
H: -2.473 0.382 0.455  0.371
H: 2.699 -0.894 0.994  0.445
H: 0.902 -1.867 -1.733  0.302
H: -0.821 -1.644 -0.465  0.196
H: 1.892 -1.319 -2.994  0.195
H: 1.401 2.801 -0.929  0.317
H: 3.796 0.305 -2.430  0.425
H: -2.598 1.271 2.190  0.403
H: -1.892 0.499 3.302  0.299
H: -3.228 1.804 0.156  0.324
H: 2.019 1.941 -2.027  0.391
H: 0.022 1.274 2.398  0.352
H: -1.483 -2.498 -1.586  0.319
H: -0.634 1.716 0.037  0.476
H: 0.509 -0.319 2.432  0.389
H: -1.241 -1.000 1.515  0.153
H: 1.145 -1.528 0.443  0.290
H: -0.021 0.715 -1.197  0.268
H: -3.787 -0.310 -1.213  0.318
H: -2.217 -0.539 -1.113  0.339
H: 3.904 0.844 -0.741  0.343
H: -0.835 -2.535 1.897  0.286

Computed properties:
F_max in Eh/bohr: 0.09777
2S+1: 1
Electronic energy in eV: -22873.0067
Total charge: -1
Lowest unoccupied orbital energy in Ha: 0.120
Gap between HOMO and LUMO in eV: 8.6
Relative energy (zero: lowest compared OMol25 entry of this formula, charge and spin) in kJ/mol: 0.00
E_HOMO in Ha: -0.1950